i:
# C4H9O3

2 unconnected molecules or ions with the total composition C4H9O3 (wB97M-V/def2-TZVPD, OMol25).

Structure (ORCA input):
```
! RIJCOSX wB97M-V def2-TZVPD def2/J DEFGRID3
* xyz -1 1
C 0.0575 0.9773 0.0562
O -0.9460 0.2611 0.6382
C 0.5801 0.2056 -1.2063
C 0.1673 -1.2648 -1.2294
C 0.5460 -1.9487 0.0578
O 1.6313 -2.2837 0.5290
H -0.2865 2.0089 -0.4178
H 1.1130 1.2261 0.4604
H 0.1175 0.6116 -2.1849
H 1.6547 0.3520 -1.3568
H 0.7151 -1.6382 -2.1411
H -1.0149 -1.3885 -1.3229
H -0.2424 -2.0240 0.7831
H -1.7766 2.1902 2.2012
H -1.0748 1.0237 2.2029
O -1.2414 1.6915 2.9305
*
```

Calculated values
E_LUMO, Ha: 0.150
E_HOMO, hartree: -0.1369
Kohn-Sham gap, eV: 7.8

---

ii:
# C4H9O3

2 unconnected molecules or ions with the total composition C4H9O3 (wB97M-V/def2-TZVPD, OMol25).

Structure (ORCA input):
```
! RIJCOSX wB97M-V def2-TZVPD def2/J DEFGRID3
* xyz -1 1
C -0.4018 -2.1360 2.4436
C -0.2477 -0.8909 1.5422
O 0.9738 -0.6358 1.3969
O -1.1579 -0.2559 0.9676
H -1.1911 -1.8509 3.1181
H 0.4472 -2.3348 2.9632
H -0.8104 -3.0209 1.8197
C 0.7412 1.3739 -1.2115
C -0.2767 1.5616 -2.3058
O 0.9778 0.0023 -1.0243
H 1.6884 1.7648 -1.5939
H 0.3099 1.7388 -0.2474
H -0.9548 2.5081 -2.0778
H 1.0202 -0.1648 -0.0279
H -1.1589 0.8901 -2.3105
H 0.0410 1.4504 -3.4522
*
```

Calculated values
E_LUMO, Ha: 0.158
E_HOMO, hartree: -0.1665
Kohn-Sham gap, eV: 8.8

---

iii:
# C4H9O3

2 unconnected molecules or ions with the total composition C4H9O3 (wB97M-V/def2-TZVPD, OMol25).

Structure (ORCA input):
```
! RIJCOSX wB97M-V def2-TZVPD def2/J DEFGRID3
* xyz -1 1
C 0.7333 -0.7774 -1.2172
C 1.9817 -0.2674 -0.5125
C -0.1273 0.5128 -1.5884
O -1.0624 0.7487 -0.7870
O 0.3115 1.1945 -2.5302
H 1.0473 -1.1691 -2.2154
H 0.1087 -1.5628 -0.7867
H 2.5719 0.3628 -1.1505
H 2.5972 -1.1279 -0.1821
H 1.6957 0.4061 0.3310
C -1.5799 -0.1139 1.7851
O -2.3779 1.0945 1.9284
H -1.7508 1.8110 1.8059
H -0.8308 0.1438 0.9835
H -1.1155 -0.3282 2.7365
H -2.2028 -0.9274 1.3995
*
```

Calculated values
E_LUMO, Ha: 0.148
E_HOMO, hartree: -0.1468
Kohn-Sham gap, eV: 8.0

---

We find iii to be the most stable, with the next structure 18.1 kJ/mol higher.

---

i:
# C4H6N

A molecular structure, C4H6N (wB97M-V/def2-TZVPD, OMol25).

Structure (ORCA input):
```
! RIJCOSX wB97M-V def2-TZVPD def2/J DEFGRID3
* xyz 1 1
C 0.2718 0.5619 -1.3229
C -0.4580 0.2819 -0.2621
C 1.6220 -1.2777 -0.4362
C -1.6382 0.6896 1.1751
N 0.7327 -0.4377 -0.5281
H 0.6171 1.3103 -1.9643
H 1.7114 -1.9190 0.3387
H 2.3449 -1.4328 -1.2518
H -1.1512 1.6790 1.3179
H -1.3641 0.0370 1.9505
H -2.6884 0.5075 0.9832
*
```

Calculated values
E_LUMO, Ha: -0.155
E_HOMO, hartree: -0.5556
Kohn-Sham gap, eV: 10.9

---

ii:
# C4H6N

2 unconnected molecules or ions with the total composition C4H6N (wB97M-V/def2-TZVPD, OMol25).

Structure (ORCA input):
```
! RIJCOSX wB97M-V def2-TZVPD def2/J DEFGRID3
* xyz 1 1
C -0.2118 -0.4233 -0.7108
C -2.2981 0.6823 -1.8455
C -1.2028 0.1595 -1.2775
C 1.9169 0.7489 1.4267
N 1.7978 0.2671 2.5591
H 0.6043 0.1937 -0.0219
H 0.0306 -1.4673 -0.8697
H -2.3490 1.0958 -2.8593
H -3.1894 0.7771 -1.2176
H 2.6283 0.2244 3.1429
H 1.1198 -0.2791 3.1691
*
```

Calculated values
E_LUMO (alpha / beta), Ha: -0.287 / -0.287
E_HOMO (alpha / beta), hartree: -0.4843 / -0.4843
Kohn-Sham gap (alpha / beta), eV: 5.4 / 5.4

---

We find i to be the most stable, with the next structure 149.5 kJ/mol higher.

---

i:
# C2H14N2O3

4 unconnected molecules or ions with the total composition C2H14N2O3 (wB97M-V/def2-TZVPD, OMol25).

Structure (ORCA input):
```
! RIJCOSX wB97M-V def2-TZVPD def2/J DEFGRID3
* xyz 0 1
C -0.1443 0.9524 1.3780
N 0.4263 2.2741 1.1175
C -0.2288 3.1214 0.1357
N 0.5031 3.4008 -1.0799
H 0.2403 0.2709 0.6262
H 0.2745 0.6156 2.3381
H -1.2069 0.9753 1.6162
H 0.7467 2.7410 1.9502
H -0.4781 4.0761 0.5956
H -1.1493 2.6424 -0.1913
H 1.3575 3.9399 -0.9713
H 0.6107 2.6279 -1.7257
H 0.3368 -1.3146 -3.4191
H 0.7110 -1.2597 -1.9813
O 0.8347 -1.8228 -2.7668
H -1.3541 -3.2229 0.7269
H -1.4095 -3.0260 2.2496
O -1.9626 -3.1460 1.4746
H 1.0574 -4.0082 0.2009
H 0.5705 -3.1163 -0.9555
O 0.5034 -3.2472 0.0019
*
```

Calculated values
SMILES: CNCN.O.O.O
E_LUMO, Ha: 0.013
E_HOMO, hartree: -0.3171
Kohn-Sham gap, eV: 9.0

---

ii:
# C2H14N2O3

4 unconnected molecules or ions with the total composition C2H14N2O3 (wB97M-V/def2-TZVPD, OMol25).

Structure (ORCA input):
```
! RIJCOSX wB97M-V def2-TZVPD def2/J DEFGRID3
* xyz 0 1
C -1.0532 -1.7610 -1.1457
N -1.2731 -0.5644 -0.2996
C -0.6120 0.5955 -0.9278
N -1.1566 1.8550 -0.3951
H 0.0183 -1.7564 -1.3507
H -1.2705 -2.6869 -0.6238
H -1.6560 -1.8089 -2.0627
H -2.2586 -0.3311 -0.3951
H -0.7226 0.4477 -2.0197
H 0.4605 0.6505 -0.7483
H -2.1478 1.6997 -0.1791
H -1.3275 2.5218 -1.1500
H -0.8696 -0.2409 1.9035
H -0.1992 1.2084 1.6975
O -0.2389 0.4059 2.2329
H 2.9674 0.3852 0.4119
H 2.6911 1.9094 0.4417
O 3.3886 1.2575 0.3488
H 2.2988 -1.6347 1.8131
H 1.1105 -0.8284 1.4192
O 1.8504 -1.3239 1.0289
*
```

Calculated values
SMILES: CNCN.O.O.O
E_LUMO, Ha: 0.024
E_HOMO, hartree: -0.3583
Kohn-Sham gap, eV: 10.4

---

iii:
# C2H14N2O3

4 unconnected molecules or ions with the total composition C2H14N2O3 (wB97M-V/def2-TZVPD, OMol25).

Structure (ORCA input):
```
! RIJCOSX wB97M-V def2-TZVPD def2/J DEFGRID3
* xyz 0 1
C -1.2999 -1.6137 -0.3098
N -1.7870 -0.2542 -0.5576
C -2.0784 0.6411 0.5395
N -1.1153 1.8244 0.5451
H -1.0775 -2.1443 -1.3390
H -1.9641 -2.2821 0.2805
H -0.4069 -1.4733 0.3247
H -2.6843 -0.4369 -1.0008
H -3.0621 0.9413 0.4428
H -1.9974 0.2100 1.5275
H -1.3219 2.3314 -0.3573
H -0.1373 1.4858 0.5834
H -0.1634 0.1774 -1.3603
H 0.8772 0.3474 -2.6524
O 0.8384 0.3507 -1.6664
H 1.4045 -0.9679 1.4127
H 2.3111 0.0963 1.9209
O 1.3740 -0.1465 1.9433
H 3.4395 0.2058 0.1256
H 2.3772 -0.3358 -0.8420
O 3.1616 -0.6181 -0.3216
*
```

Calculated values
SMILES: CNCN.O.O.O
E_LUMO, Ha: 0.023
E_HOMO, hartree: -0.3432
Kohn-Sham gap, eV: 10.0

---

We find ii to be the most stable, with the next structure 21.6 kJ/mol higher.

---

i:
# C3H8OS

2 unconnected molecules or ions with the total composition C3H8OS (wB97M-V/def2-TZVPD, OMol25).

Structure (ORCA input):
```
! RIJCOSX wB97M-V def2-TZVPD def2/J DEFGRID3
* xyz 0 1
C 0.5841 1.7146 -0.7535
S -1.2772 2.2063 -0.5416
H 1.0326 2.3892 -1.4794
H 1.1009 1.8632 0.1513
H 0.5005 0.6285 -0.9467
H -1.3503 3.2200 -1.4603
O 1.6005 -1.0520 1.0321
C 0.7423 -1.8831 0.9063
C -0.6342 -1.6395 0.3929
H 0.8381 -2.7763 1.6471
H -1.2646 -1.5798 1.3623
H -1.1356 -2.3961 -0.1757
H -0.7370 -0.6948 -0.1349
*
```

Calculated values
SMILES: CC=O.CS
E_LUMO, Ha: 0.030
E_HOMO, hartree: -0.3333
Kohn-Sham gap, eV: 9.9

---

ii:
# C3H8OS

2 unconnected molecules or ions with the total composition C3H8OS (wB97M-V/def2-TZVPD, OMol25).

Structure (ORCA input):
```
! RIJCOSX wB97M-V def2-TZVPD def2/J DEFGRID3
* xyz 0 1
C -1.4648 -0.9674 -0.5230
S -1.2631 0.2136 0.8691
H -1.7624 -1.9540 -0.1008
H -2.3063 -0.5080 -1.0896
H -0.6838 -1.0905 -1.2599
H -2.5336 0.3325 1.0971
C 1.4021 0.7576 -0.7328
C 1.7335 0.7918 0.5645
O 1.8130 -0.3465 1.3545
H 1.0689 1.7361 -1.2000
H 1.3546 -0.1042 -1.3591
H 1.7971 1.7603 1.0986
H 0.8447 -0.6212 1.2815
*
```

Calculated values
SMILES: C=CO.CS
E_LUMO, Ha: 0.022
E_HOMO, hartree: -0.3305
Kohn-Sham gap, eV: 9.6

---

We find i to be the most stable, with the next structure 56.5 kJ/mol higher.

---

i:
# C3H8OS

2 unconnected molecules or ions with the total composition C3H8OS (wB97M-V/def2-TZVPD, OMol25).

Structure (ORCA input):
```
! RIJCOSX wB97M-V def2-TZVPD def2/J DEFGRID3
* xyz 0 1
O -0.6107 -0.2494 2.3403
C -0.9793 0.9368 2.5002
H -0.3186 1.7356 2.9167
H -1.7355 1.2150 1.7858
C 1.1385 -1.0276 -0.3312
S 0.0668 0.2774 -0.7476
C 0.1147 -0.0732 -2.5031
H 2.1366 -0.7964 -0.7375
H 0.7703 -2.0194 -0.7158
H 1.1065 -1.1741 0.7575
H -0.3211 0.8188 -3.1348
H 1.1131 -0.3417 -2.9923
H -0.5781 -0.8968 -2.6365
*
```

Calculated values
SMILES: C=O.CSC
E_LUMO, Ha: 0.013
E_HOMO, hartree: -0.3073
Kohn-Sham gap, eV: 8.7

---

ii:
# C3H8OS

A single C3H8OS molecule (wB97M-V/def2-TZVPD, OMol25).

Structure (ORCA input):
```
! RIJCOSX wB97M-V def2-TZVPD def2/J DEFGRID3
* xyz 0 1
C 0.8446 -2.0731 -0.6022
C 0.4452 -0.1676 0.4819
C -1.1521 2.1680 0.0844
H -0.0510 -2.3468 0.1152
H 1.1101 -2.6829 -1.6246
H 1.5892 -1.9526 0.1190
H 1.3109 -0.3098 1.1639
H -0.5107 -0.5265 0.8099
H -1.9731 1.3953 0.1658
H -1.8862 3.2495 0.1501
H -0.7482 2.2745 -0.9735
O 0.8133 -0.6504 -0.7973
S 0.2080 1.6223 0.9076
*
```

Calculated values
SMILES: COCSC
E_LUMO, Ha: 0.033
E_HOMO, hartree: -0.3158
Kohn-Sham gap, eV: 9.5

---

iii:
# C3H8OS

2 unconnected molecules or ions with the total composition C3H8OS (wB97M-V/def2-TZVPD, OMol25).

Structure (ORCA input):
```
! RIJCOSX wB97M-V def2-TZVPD def2/J DEFGRID3
* xyz 0 1
O -1.8428 0.9020 -2.3626
C -0.6805 0.6224 -2.4274
H 0.0807 0.7550 -1.6332
H -0.2606 0.1987 -3.3578
C -0.6051 0.7896 0.9465
S 1.1639 0.4068 0.7288
C 1.2582 -1.3528 1.1997
H -0.8612 0.5757 1.9818
H -1.2350 0.3061 0.2081
H -0.7274 1.8653 0.8120
H 0.2604 -1.6967 1.4819
H 1.5660 -1.9392 0.3405
H 1.8835 -1.4327 2.0817
*
```

Calculated values
SMILES: C=O.CSC
E_LUMO, Ha: 0.030
E_HOMO, hartree: -0.3181
Kohn-Sham gap, eV: 9.5

---

We find iii to be the most stable, with the next structure 61.1 kJ/mol higher.

---

i:
# C3H8OS

2 unconnected molecules or ions with the total composition C3H8OS (wB97M-V/def2-TZVPD, OMol25).

Structure (ORCA input):
```
! RIJCOSX wB97M-V def2-TZVPD def2/J DEFGRID3
* xyz 0 1
O 1.8169 -4.2576 1.2620
C 1.4473 -5.0113 0.4041
H 0.4162 -5.4264 0.4181
H 2.1244 -5.3011 -0.4137
C -0.0454 2.9338 -0.4629
C -0.7976 1.9567 0.4053
S -2.3701 1.3935 -0.2850
H 0.8359 3.3406 0.0389
H -0.6656 3.7799 -0.7757
H 0.3420 2.4812 -1.3746
H -0.1802 1.0997 0.6734
H -1.0546 2.3929 1.3635
H -1.8693 0.6180 -1.2532
*
```

Calculated values
SMILES: C=O.CCS
E_LUMO, Ha: 0.029
E_HOMO, hartree: -0.3321
Kohn-Sham gap, eV: 9.8

---

ii:
# C3H8OS

2 unconnected molecules or ions with the total composition C3H8OS (wB97M-V/def2-TZVPD, OMol25).

Structure (ORCA input):
```
! RIJCOSX wB97M-V def2-TZVPD def2/J DEFGRID3
* xyz 0 1
O -2.1425 -0.4981 -1.5801
C -1.2723 -0.1475 -2.3799
H -0.7764 0.8085 -2.1791
H -0.6302 -0.8295 -3.1610
C -0.6673 0.6329 1.0844
S 0.8452 0.0891 0.4083
C 2.1073 -0.2629 1.6473
H -0.6851 1.6692 1.1634
H -0.7892 0.1804 2.1123
H -1.5801 0.3511 0.5362
H 3.0802 -0.4130 1.0996
H 2.2378 0.6254 2.2912
H 1.7543 -1.1686 2.1341
*
```

Calculated values
SMILES: C=O.CSC
E_LUMO, Ha: 0.022
E_HOMO, hartree: -0.3070
Kohn-Sham gap, eV: 9.0

---

We find i to be the most stable, with the next structure 81.1 kJ/mol higher.

---

i:
# C12H16N2O

2 unconnected molecules or ions with the total composition C12H16N2O (wB97M-V/def2-TZVPD, OMol25).

Structure (ORCA input):
```
! RIJCOSX wB97M-V def2-TZVPD def2/J DEFGRID3
* xyz 0 1
C 2.4101 -1.4235 0.6782
C 1.3082 -0.5118 1.2605
C 1.9027 -2.7658 0.2656
C 2.6468 -3.9052 0.1198
C 0.5757 -4.2392 -0.5327
N 0.6358 -2.9569 -0.2147
N 1.7728 -4.8414 -0.3940
H 2.9351 -0.8990 -0.1287
H 3.2508 -1.4653 1.3821
H 1.6142 0.5352 1.2038
H 3.5794 -4.1991 0.5647
H -0.2347 -4.5443 -1.1780
H 1.9177 -5.8199 -0.5757
H 1.1207 -0.8276 2.2767
H 0.4380 -0.6244 0.6204
C -3.1165 1.3760 -1.9892
C -0.4524 3.1135 0.7937
C -1.6980 2.7649 1.2724
C -0.0619 2.9985 -0.5342
C -2.5554 2.1469 0.3597
C -0.9535 2.4380 -1.4271
C -2.2185 2.0383 -0.9689
O 0.4448 3.8081 1.5924
H -1.9341 2.9260 2.3184
H 0.2223 3.7035 2.5300
H 0.9327 3.3647 -0.7614
H -3.5444 1.8069 0.6456
H -0.7377 2.4068 -2.4879
H -4.1656 1.4538 -1.6671
H -2.9004 0.3073 -2.0457
H -3.1348 1.8351 -2.9784
*
```

Calculated values
SMILES: CCc1c[nH]cn1.Cc1ccc(O)cc1
E_LUMO, Ha: 0.034
E_HOMO, hartree: -0.3033
Kohn-Sham gap, eV: 9.2

---

ii:
# C12H16N2O

2 unconnected molecules or ions with the total composition C12H16N2O (wB97M-V/def2-TZVPD, OMol25).

Structure (ORCA input):
```
! RIJCOSX wB97M-V def2-TZVPD def2/J DEFGRID3
* xyz 0 1
C -0.2810 -2.2572 1.8235
C -1.4699 -3.2734 2.1293
C 0.6541 -2.7457 0.7481
C 1.0550 -4.0661 0.3008
C 2.1606 -2.4326 -0.8376
N 1.4038 -1.6987 0.0689
N 2.0006 -3.8341 -0.7140
H -0.6971 -1.2081 1.5120
H 0.2940 -1.9279 2.7971
H -0.9641 -4.2983 2.6040
H 0.7493 -5.0416 0.6459
H 2.9825 -1.9854 -1.4287
H 2.2353 -4.4359 -1.4087
H -1.9114 -3.6937 1.2083
H -2.2704 -3.1364 2.8052
C -3.3117 3.5224 -0.0600
C -0.3689 1.2067 -0.5963
C 0.6284 2.1201 -0.7299
C -1.6298 1.6762 -0.3259
C -1.8996 3.1321 -0.3236
C 0.4606 3.4722 -0.6125
C -0.8720 4.0116 -0.5470
O 1.9815 1.7880 -0.9160
H -0.1902 0.1247 -0.5107
H -2.5409 1.1084 -0.2074
H 1.2392 4.1270 -0.9947
H 2.5579 2.5286 -0.5839
H -3.4807 3.5317 1.0880
H -4.0413 2.8583 -0.5355
H -0.8930 5.1061 -0.5897
H -3.5066 4.5705 -0.3700
*
```

Calculated values
SMILES: CCc1c[nH]cn1.Cc1ccc(O)cc1
E_LUMO, Ha: 0.034
E_HOMO, hartree: -0.2975
Kohn-Sham gap, eV: 9.0

---

iii:
# C12H16N2O

2 unconnected molecules or ions with the total composition C12H16N2O (wB97M-V/def2-TZVPD, OMol25).

Structure (ORCA input):
```
! RIJCOSX wB97M-V def2-TZVPD def2/J DEFGRID3
* xyz 0 1
C -0.1371 3.7074 -1.1195
C -1.3231 0.5509 0.9328
C -1.2575 1.5261 -0.1318
C -0.3522 0.6225 1.9124
C -0.2691 2.6200 -0.1249
C 0.6433 1.6020 1.9607
C 0.6444 2.4808 0.9028
O -0.2525 -0.1633 3.0242
H -1.9619 -0.3347 0.8042
H -1.9091 1.2842 -0.8862
H -0.7332 -1.0110 2.8983
H 1.3102 1.3326 2.7780
H 0.0908 3.3673 -2.0464
H 0.6021 4.4450 -0.7338
H 1.4208 3.2553 1.1322
H -1.0569 4.3394 -1.1045
C 1.4010 -0.5532 -1.6146
C 2.5901 -1.5181 -1.4568
C 0.3251 -1.2106 -0.9082
C 0.3018 -2.1815 0.1192
C -1.4316 -2.5688 -1.2979
N -0.8893 -1.4659 -1.7454
N -0.7904 -3.0157 -0.1400
H 1.4804 0.4777 -1.3704
H 1.1299 -0.3842 -2.6264
H 2.2623 -2.5549 -1.4632
H 1.0965 -2.2176 0.8349
H -2.1981 -3.1966 -1.8158
H -1.1128 -3.7589 0.4338
H 3.1464 -1.6271 -0.6941
H 3.4003 -1.2042 -2.1819
*
```

Calculated values
SMILES: CCc1c[nH]cn1.Cc1ccc(O)cc1
E_LUMO, Ha: 0.021
E_HOMO, hartree: -0.2932
Kohn-Sham gap, eV: 8.5

---

We find i to be the most stable, with the next structure 186.2 kJ/mol higher.